{"formula": "C5H11N3", "method": "wB97M-V/def2-TZVPD", "homo_ha": [-0.302, -0.269], "de_lowest_ev": 6.419, "mol_weight_g_mol": 113.16, "elements": ["N", "N", "C", "C", "H", "H", "H", "H", "H", "H", "C", "C", "C", "N", "H", "H", "H", "H", "H"], "coordinates": [[-0.2717, -0.7540, -1.7103], [0.3018, -2.0321, -1.4883], [0.2729, 0.3391, -0.9283], [1.6212, 0.5334, -0.6617], [-0.2343, -0.5537, -2.7017], [-0.0583, -2.4002, -0.6152], [1.3176, -1.9699, -1.4152], [-0.2297, 1.2664, -1.3639], [2.1453, 1.3501, -1.1347], [2.0844, 0.1347, 0.2280], [-0.7972, 0.2842, 0.6289], [0.2339, 0.1032, 2.6899], [-1.7734, 1.1390, 0.0609], [-0.0678, 0.8448, 1.7170], [-1.0909, -0.7634, 0.7730], [0.8750, 0.4953, 3.4725], [-0.0603, -0.9520, 2.7694], [-1.7481, 2.1944, 0.2855], [-2.5203, 0.7410, -0.6059]], "forces_ev_per_a": [[-0.25, -0.46, 0.52], [0.06, 0.12, -0.09], [-2.31, 0.72, -0.86], [1.27, 0.18, 0.70], [0.08, 0.04, 0.17], [0.01, 0.02, -0.09], [-0.08, 0.07, 0.10], [0.90, -0.86, 0.05], [-0.05, 0.26, 0.17], [0.22, -0.38, -0.10], [0.09, 0.40, -0.55], [0.22, -0.18, -0.15], [-0.48, -0.25, 0.67], [0.26, 0.12, -0.11], [0.23, -0.03, -0.36], [-0.15, 0.10, 0.16], [-0.05, 0.05, -0.09], [0.03, 0.05, -0.07], [-0.01, 0.01, -0.07]], "mulliken_charge": [-0.235, -0.619, -0.323, -0.826, 0.293, 0.268, 0.287, 0.449, 0.237, 0.323, 0.540, -0.322, -1.250, -0.517, 0.399, 0.283, 0.233, 0.384, 0.396]}

{"formula": "C5H11N3", "method": "wB97M-V/def2-TZVPD", "homo_ha": -0.313, "de_lowest_ev": 4.822, "smiles": "C=CN/C=N\\N(C)C", "mol_weight_g_mol": 113.16, "elements": ["C", "C", "C", "C", "C", "H", "H", "H", "H", "H", "H", "H", "H", "H", "H", "H", "N", "N", "N"], "coordinates": [[1.6832, -1.8307, -0.0399], [0.9058, -0.8604, 2.0293], [-1.2068, -0.5641, -0.2921], [-1.5144, 1.7610, -1.2100], [-0.9352, 2.9593, -1.5628], [1.2896, -1.8001, -1.0366], [1.8366, -2.9555, 0.3319], [2.6999, -1.3210, 0.0313], [0.9378, -1.9224, 2.6126], [1.6430, -0.2459, 2.3930], [-0.3310, -0.3856, 2.2093], [-2.1531, -0.7191, -0.5663], [-0.0499, 1.1990, -0.3006], [-2.5566, 1.5461, -1.4923], [0.1396, 3.1112, -1.4206], [-1.6771, 3.5456, -2.3129], [0.7865, -0.9239, 0.6183], [-0.5285, -1.4530, 0.3534], [-0.9696, 0.8596, -0.3451]], "forces_ev_per_a": [[2.41, -0.58, 0.49], [-6.21, -1.99, 1.77], [3.09, 2.47, 2.41], [-1.51, 2.06, -0.97], [-3.01, -1.49, -1.87], [0.60, -0.57, -0.85], [-0.86, 2.29, -0.38], [-1.03, -0.85, -0.42], [-0.09, 2.17, -1.44], [1.69, 1.60, 0.67], [4.09, -1.10, 0.70], [-3.66, -1.31, -1.20], [1.95, -0.68, 1.24], [0.45, 0.21, -0.05], [-0.57, 0.49, -0.04], [2.52, -0.95, 1.98], [0.12, -1.03, 0.24], [-0.75, 1.22, -1.97], [0.78, -1.96, -0.29]], "mulliken_charge": [-0.823, -0.888, -0.167, 0.108, -0.833, 0.325, 0.236, 0.272, 0.270, 0.340, 0.239, 0.509, 0.224, 0.252, 0.312, 0.208, 0.343, -0.784, -0.145]}

{"formula": "C5H11N3", "method": "wB97M-V/def2-TZVPD", "homo_ha": -0.325, "de_lowest_ev": 6.687, "mol_weight_g_mol": 113.16, "elements": ["C", "C", "C", "C", "C", "H", "H", "H", "H", "H", "H", "H", "H", "H", "H", "H", "N", "N", "N"], "coordinates": [[-0.0718, 0.9358, -0.6921], [0.0762, -0.5424, -0.9932], [-1.0465, -1.0460, -0.0945], [0.5673, 0.7491, 0.6992], [1.4232, -0.3836, 0.0379], [-0.8886, 2.8778, -1.1719], [-1.8160, 2.1322, 0.2413], [0.5779, 1.5007, -1.2746], [0.3105, -1.0230, -2.0120], [-0.9586, -2.1507, 0.1785], [-2.0266, -0.9356, -0.3112], [-1.5153, 0.6226, 1.3256], [0.7583, 1.4537, 1.6545], [2.3479, 0.0102, -0.4532], [1.0987, -2.4647, -0.0259], [1.4175, -1.7576, 1.8307], [-1.3003, 1.8398, -0.8992], [-0.6386, -0.1393, 1.3100], [1.6849, -1.6789, 0.6500]], "forces_ev_per_a": [[-0.23, 3.97, -0.24], [0.69, 0.57, 0.75], [4.89, -1.60, 3.84], [-3.02, -2.37, 2.14], [-1.65, -0.90, -0.45], [-1.29, -3.49, 0.97], [2.03, -1.29, -4.47], [1.85, 0.58, -1.33], [-0.75, 1.11, 1.48], [0.16, 1.38, -0.06], [-2.92, 1.16, -1.23], [2.82, -2.51, 0.15], [0.22, -1.17, -2.91], [-0.96, -0.21, 0.04], [2.14, 2.71, 3.39], [0.48, 0.25, -5.02], [-0.31, 2.93, 3.76], [-2.33, 1.44, -2.66], [-1.85, -2.56, 1.84]], "mulliken_charge": [-0.374, -0.326, -0.479, -0.196, -0.141, 0.319, 0.312, 0.484, 0.259, 0.275, 0.343, 0.228, 0.266, 0.403, 0.331, 0.348, -0.725, -0.650, -0.677]}

{"formula": "C5H11N3", "method": "wB97M-V/def2-TZVPD", "homo_ha": -0.752, "de_lowest_ev": 7.251, "smiles": "CC1=[NH+]C=N[N+]1(C)C", "charge": 2, "mol_weight_g_mol": 113.16, "elements": ["C", "C", "C", "C", "C", "N", "N", "N", "H", "H", "H", "H", "H", "H", "H", "H", "H", "H", "H"], "coordinates": [[-0.0140, -1.7510, 1.7512], [0.7855, -0.0589, 0.2993], [1.6944, 0.5892, -0.5035], [-1.0858, -0.7112, -1.2348], [-1.2743, 1.0769, 0.6002], [-0.9749, -1.1812, 1.1857], [1.1965, -1.2770, 1.2784], [-0.6283, -0.2081, 0.2046], [-0.2202, -2.4592, 2.4610], [2.7033, 0.3001, -0.2523], [1.5051, 1.6439, -0.6226], [1.4213, 0.4656, -1.6612], [-0.6232, -1.8261, -1.3159], [-2.2098, -0.6894, -1.2597], [-0.6224, -0.1429, -1.9958], [-2.2460, 0.7537, 1.0120], [-0.7427, 1.6059, 1.4052], [-1.4237, 1.7003, -0.3607], [1.9448, -1.2786, 1.8605]], "forces_ev_per_a": [[0.90, 2.68, -2.68], [1.15, -6.61, 3.55], [0.39, 0.42, -2.90], [0.04, -3.71, 1.07], [-1.84, 1.76, -0.96], [-3.92, -0.60, -0.36], [-4.42, 4.78, -4.93], [1.88, -0.72, 0.34], [0.11, -1.88, 1.89], [0.39, 0.32, -0.28], [0.14, 1.13, 0.66], [0.63, -0.59, 1.91], [-1.45, 2.57, 0.26], [1.24, -0.07, 0.23], [0.35, 1.10, -0.49], [0.29, 0.34, -0.34], [0.12, -0.27, -0.43], [0.37, -0.82, 1.73], [3.63, 0.19, 1.75]], "mulliken_charge": [-0.055, 0.467, -1.098, -0.646, -0.700, -0.722, -0.143, 0.654, 0.528, 0.380, 0.412, 0.379, 0.347, 0.352, 0.399, 0.384, 0.392, 0.382, 0.288]}

{"formula": "C5H11N3", "method": "wB97M-V/def2-TZVPD", "homo_ha": -0.676, "de_lowest_ev": 4.397, "charge": 2, "mol_weight_g_mol": 113.16, "elements": ["C", "C", "C", "C", "C", "N", "N", "N", "H", "H", "H", "H", "H", "H", "H", "H", "H", "H", "H"], "coordinates": [[0.8525, -1.3528, -1.6243], [-0.0068, -0.0378, 2.4853], [0.1690, -0.2534, -1.7272], [-0.2335, 0.4125, 0.1173], [-0.3607, 0.6808, -2.7134], [0.4472, -0.7197, 3.4787], [-1.0422, 1.4012, 0.0502], [0.2762, -0.2183, 1.2076], [1.2870, -1.8904, -2.5702], [1.1566, -1.9057, -0.6489], [-0.7688, 0.6531, 2.6013], [0.3408, 1.4660, -2.9413], [-0.1945, 0.2803, -3.6584], [-1.4427, 0.7355, -2.7237], [0.2534, -0.5388, 4.4407], [1.0471, -1.4773, 3.1971], [-1.2940, 1.7809, -0.8478], [-1.4191, 1.9227, 0.7844], [0.9325, -0.9390, 1.0926]], "forces_ev_per_a": [[1.97, -2.64, -0.31], [-1.01, 0.19, 0.91], [-0.32, 0.82, 3.50], [0.41, -1.13, -4.47], [0.43, -0.49, 0.55], [0.46, -0.10, -2.19], [0.68, -0.61, 0.06], [-0.04, 0.17, 0.29], [-1.12, 1.10, 1.75], [-0.64, 1.19, -1.87], [-1.18, 1.62, 1.13], [-0.44, 1.55, 0.94], [0.16, -1.91, -1.89], [-0.15, 0.94, 0.31], [-0.32, 0.13, 0.73], [0.58, -0.51, 0.85], [0.03, -0.14, -0.64], [-0.67, 0.94, 1.71], [1.19, -1.12, -1.37]], "mulliken_charge": [-0.727, 0.107, 0.849, 0.559, -1.593, -0.161, -0.192, -0.087, 0.295, 0.104, 0.411, 0.433, 0.455, 0.505, 0.285, 0.245, 0.193, 0.195, 0.124]}

{"formula": "C5H11N3", "method": "wB97M-V/def2-TZVPD", "homo_ha": -0.704, "de_lowest_ev": 3.804, "smiles": "C=[N+]1CCN/C1=[NH+]/C", "charge": 2, "mol_weight_g_mol": 113.16, "elements": ["C", "C", "C", "C", "C", "N", "N", "N", "H", "H", "H", "H", "H", "H", "H", "H", "H", "H", "H"], "coordinates": [[0.1427, -0.5207, -0.0713], [0.2561, 1.9445, -0.3392], [-2.1575, -0.7670, -0.1198], [-1.8438, 0.7493, 0.1118], [2.6641, -0.3534, 0.1593], [-0.8964, -1.4025, 0.0225], [-0.3467, 0.8302, -0.0849], [1.3887, -0.8740, -0.1135], [-0.1782, 3.0038, -0.0970], [1.3035, 1.8626, -0.7005], [-2.8871, -1.0316, 0.6088], [-2.4595, -0.9489, -1.0914], [-2.4894, 1.4110, -0.3652], [-2.2538, 1.0349, 1.1256], [2.7118, 0.5854, 0.7973], [3.1726, -0.0804, -0.7809], [3.2138, -1.1723, 0.6620], [-0.7497, -2.4056, 0.3100], [1.4088, -1.8653, -0.0334]], "forces_ev_per_a": [[-1.10, -1.09, 0.17], [1.12, 0.64, 0.53], [-0.03, 2.06, 0.77], [-0.55, -1.91, 2.81], [2.80, 2.25, 0.61], [3.26, 0.53, 0.95], [-2.14, 1.13, -0.18], [-2.27, -0.93, 0.23], [0.35, -2.24, -0.81], [-0.69, 0.33, 0.35], [-0.46, -0.76, 0.41], [-1.26, -0.23, -1.93], [-0.13, 1.25, -2.39], [1.68, -0.58, -0.15], [-0.45, -1.26, -0.49], [-0.04, -0.34, 0.31], [-0.03, 0.77, -0.27], [-0.29, 1.47, -0.55], [0.23, -1.11, -0.37]], "mulliken_charge": [0.385, -0.051, -0.501, -0.693, -0.924, -0.165, 0.198, -0.115, 0.318, 0.329, 0.398, 0.340, 0.499, 0.343, 0.390, 0.388, 0.302, 0.310, 0.248]}

{"formula": "C5H11N3", "method": "wB97M-V/def2-TZVPD", "homo_ha": [-0.561, -0.734], "s2": 2.013, "de_lowest_ev": 0.429, "charge": 2, "mol_weight_g_mol": 113.16, "spin_multiplicity": 3, "elements": ["C", "C", "C", "C", "C", "N", "N", "N", "H", "H", "H", "H", "H", "H", "H", "H", "H", "H", "H"], "coordinates": [[2.4967, -0.6285, -0.5791], [1.2525, -0.9550, -0.9966], [-0.9033, 0.1131, -1.3567], [0.0623, 0.1407, 1.2225], [-2.1698, 0.6955, -0.9972], [-0.0507, 1.4241, 1.5090], [0.2125, -0.9334, 1.9513], [0.0443, -0.3067, -0.5987], [3.3658, -1.1806, -1.0057], [2.7282, 0.1276, 0.0726], [1.0615, -1.8238, -1.6608], [-0.6793, 0.0757, -2.3753], [-2.4174, 1.4413, -1.6511], [-2.5687, 0.7640, 0.1082], [-2.8892, 0.0709, -1.5072], [-0.1860, 1.6997, 2.4900], [0.0897, 2.0785, 0.7301], [0.4884, -0.9108, 3.0120], [0.0624, -1.8924, 1.6328]], "forces_ev_per_a": [[4.07, -1.18, -0.38], [-7.16, -0.62, -1.28], [-0.68, 0.79, 0.17], [0.28, 0.51, -0.32], [-1.18, -2.39, 3.43], [0.37, -1.95, -0.02], [0.54, 0.60, 2.67], [4.26, -2.25, 1.41], [-0.85, 0.38, 0.42], [0.34, 1.91, 1.45], [0.26, 0.73, 0.26], [0.26, 0.25, -1.78], [-0.10, 3.12, -1.17], [1.23, 0.13, -2.30], [-0.66, -1.26, 0.01], [0.13, 0.48, -0.58], [-0.28, 0.02, 0.85], [-0.86, 0.24, -2.41], [0.03, 0.50, -0.43]], "mulliken_spin": [0.634, 0.424, 0.234, 0.387, 0.031, -0.006, 0.015, 0.113, 0.017, 0.052, 0.003, 0.005, 0.015, -0.001, 0.030, 0.015, 0.008, 0.019, 0.006]}

{"formula": "C5H11N3O", "method": "wB97M-V/def2-TZVPD", "homo_ha": -0.309, "de_lowest_ev": 6.061, "smiles": "NCC/N=C\\C=C/NO", "mol_weight_g_mol": 129.16, "elements": ["C", "C", "C", "C", "C", "H", "H", "H", "H", "H", "H", "H", "H", "H", "H", "H", "N", "N", "N", "O"], "coordinates": [[-2.4293, -1.6497, -1.4134], [-1.3881, -1.1602, -0.3203], [0.6064, 0.2081, -0.3115], [0.6863, 0.6048, 1.1411], [1.7871, 1.0265, 1.7362], [-1.8537, -0.3489, -2.8736], [-3.1370, 0.4244, -1.9226], [-3.4729, -1.7988, -0.9204], [-2.2877, -2.6643, -1.8500], [-2.0424, -0.4803, 0.2792], [-0.8749, -2.0706, 0.1940], [1.3595, 0.5081, -0.9811], [-0.2957, 0.3783, 1.6599], [1.8667, 1.2644, 2.8475], [3.2392, 1.5269, 0.1390], [4.1630, 2.3743, 2.4974], [-2.7931, -0.4689, -2.2789], [-0.2055, -0.5006, -1.0456], [2.9643, 1.4662, 1.2718], [4.1079, 1.3603, 2.1513]], "forces_ev_per_a": [[-3.00, 1.88, 2.33], [0.78, -1.45, -1.44], [-1.00, -0.78, -0.47], [-3.14, -1.90, -1.97], [0.65, 1.03, 3.21], [-2.99, 0.55, 1.65], [0.57, -0.84, 0.59], [1.86, -0.16, 0.02], [0.54, 1.31, -0.63], [1.21, -0.45, 0.19], [-1.35, 1.62, -0.20], [1.61, 0.90, -0.31], [1.72, 0.52, -0.07], [-0.86, -0.86, -1.19], [-0.85, -0.63, 4.41], [0.12, -3.59, -1.07], [3.85, -1.91, -3.26], [-1.10, 0.27, 2.89], [2.74, 0.65, -4.76], [-1.34, 3.84, 0.09]], "mulliken_charge": [-0.617, -0.347, -0.116, -0.442, 0.069, 0.278, 0.227, 0.270, 0.293, 0.265, 0.289, 0.329, 0.223, 0.270, 0.283, 0.364, -0.614, -0.412, -0.197, -0.418]}

{"formula": "C5H11N3O2", "method": "wB97M-V/def2-TZVPD", "homo_ha": -0.280, "de_lowest_ev": 2.736, "smiles": "[H]/N=C(\\[O-])[C@@](C)(C[NH3+])C(N)=O", "mol_weight_g_mol": 145.16, "elements": ["C", "C", "C", "N", "C", "N", "C", "N", "O", "H", "H", "H", "H", "H", "H", "H", "H", "H", "O", "H", "H"], "coordinates": [[-0.5346, -1.0098, 1.0702], [-0.0419, 0.1668, 0.1964], [1.4240, -0.0334, -0.2327], [1.6215, -1.3391, -0.9071], [-0.9868, 0.2629, -1.0286], [-2.2294, -0.0908, -0.9989], [-0.0460, 1.4165, 1.1157], [-1.0409, 2.2850, 0.9341], [0.7605, 1.4776, 2.0472], [0.2024, -1.2392, 1.8518], [-1.4793, -0.7519, 1.5658], [-0.7314, -1.8971, 0.4533], [1.7196, 0.7445, -0.9463], [2.0810, 0.0180, 0.6395], [2.4815, -1.3577, -1.4531], [1.6522, -2.1164, -0.2469], [-1.7970, 1.9795, 0.2889], [-1.1067, 3.0855, 1.5477], [-0.4795, 0.2180, -2.2419], [0.7498, -1.4318, -1.5224], [-2.2191, -0.3872, -2.1326]], "forces_ev_per_a": [[0.16, -0.03, 0.24], [-0.48, 0.70, 0.11], [-0.04, 1.19, 0.42], [-1.31, -0.49, -0.60], [0.06, -2.33, -3.15], [-0.64, -0.64, -1.30], [0.60, -0.88, 1.28], [-0.86, -0.32, -1.08], [-0.15, 0.26, -0.88], [-0.09, 0.05, -0.10], [0.25, -0.09, -0.31], [0.00, 0.19, 0.15], [-0.21, -0.29, 0.09], [-0.18, -0.06, -0.05], [-0.27, 0.04, -0.19], [-0.13, 0.11, 0.03], [0.61, 0.73, 0.66], [-0.19, -0.28, -0.12], [3.00, 0.43, 1.25], [1.01, 0.36, -0.04], [-1.15, 1.36, 3.58]], "mulliken_charge": [-1.725, 1.919, -1.309, -0.188, -0.161, -0.802, 0.009, -0.287, -0.659, 0.430, 0.417, 0.373, 0.396, 0.496, 0.355, 0.363, 0.332, 0.254, -0.843, 0.352, 0.279]}

{"formula": "C5H11N3S", "method": "wB97M-V/def2-TZVPD", "homo_ha": [-0.287, -0.287], "de_lowest_ev": 4.024, "mol_weight_g_mol": 145.23, "elements": ["C", "C", "C", "C", "C", "N", "N", "N", "S", "H", "H", "H", "H", "H", "H", "H", "H", "H", "H", "H"], "coordinates": [[1.3167, -0.8530, 0.0521], [0.8720, 0.3783, -0.3268], [-0.3922, 0.6862, -1.0951], [2.6704, -1.1236, 0.5986], [-1.1023, 1.9476, -0.5361], [0.4444, -1.9039, 0.0350], [-2.3701, -0.7902, 1.6544], [-1.3738, -0.4664, -1.1175], [-1.0687, -1.8494, -0.1933], [-2.0725, 0.1011, 1.4153], [1.7174, 1.1501, -0.2642], [-0.2439, 0.9439, -2.1827], [2.7103, -2.0088, 1.1954], [3.0486, -0.3394, 1.1297], [3.3576, -1.3315, -0.2118], [-2.1008, 1.9478, -0.6398], [-0.6145, 2.8527, -0.8659], [-0.8615, 1.9937, 0.5033], [-1.5884, -1.0965, 2.1744], [-2.3488, -0.2387, -1.3249]], "forces_ev_per_a": [[-1.55, 1.98, -0.08], [2.54, 0.02, -0.45], [-1.55, 0.59, -0.75], [-0.44, -1.79, -1.70], [4.33, -0.48, 0.93], [-0.91, -1.68, 0.13], [-0.07, -3.00, -1.82], [1.24, -0.44, -0.11], [-1.21, 2.36, 0.76], [0.55, 2.55, -0.79], [-1.79, -0.62, -0.23], [0.54, -0.63, 0.91], [-0.34, -0.53, 0.56], [0.92, 2.24, 1.44], [0.22, 0.05, -0.39], [-3.53, 0.12, -0.75], [-0.14, 0.30, -0.77], [-0.27, -0.19, 1.12], [0.94, -0.65, 1.56], [0.53, -0.20, 0.43]], "mulliken_charge": [0.702, -0.697, 0.772, -1.414, -1.682, -0.464, -0.760, -0.308, 0.267, 0.265, 0.175, 0.183, 0.402, 0.428, 0.281, 0.495, 0.382, 0.460, 0.231, 0.280]}